C36H90O18 | wB97M-V/def2-TZVPD

```
144
Properties=species:S:1:pos:R:3:forces:R:3
O 3.522 2.547 -1.939 -0.7 0.2 -0.1
H -0.336 11.515 3.180 -0.3 0.4 0.3
H -6.544 2.288 2.535 0.1 0.2 0.1
O -0.985 9.699 3.898 -0.1 0.4 0.1
H -3.782 -3.941 1.356 0.0 0.1 0.1
H -3.772 0.282 1.768 0.0 0.0 0.0
O 0.873 6.804 3.139 0.3 0.4 -0.8
H -4.448 -0.037 0.150 0.4 0.0 -0.1
H 0.205 -3.548 -3.628 0.1 0.4 0.3
H -1.360 10.645 2.099 -0.5 0.0 0.0
O -2.157 -4.337 0.135 0.6 -0.4 -0.1
C -3.528 -4.461 0.430 0.1 -0.2 -0.2
O 1.602 -5.549 -1.330 0.2 0.0 0.1
H 4.762 4.713 0.424 0.3 0.1 -0.2
H 2.079 2.763 -3.992 -0.2 -0.2 0.3
H 0.525 -0.831 -0.001 1.0 0.0 -0.1
H 4.604 -5.174 -1.793 0.2 0.0 -0.1
O 4.162 5.312 -1.506 -0.3 -0.1 0.1
H -0.753 -3.800 -5.021 0.0 0.3 -0.4
H 0.390 9.139 2.492 0.3 0.0 0.0
H 1.603 4.022 -1.915 0.5 -0.2 -0.4
C -1.776 -3.118 -0.449 -1.4 0.6 -0.9
C -3.807 -5.943 0.534 -0.4 -0.1 -0.3
C -0.058 -4.614 4.808 0.2 0.5 0.6
H 1.138 0.437 2.674 0.3 0.1 0.1
H -3.513 2.044 -0.738 -0.5 0.0 0.2
H -0.009 3.705 -2.476 -0.1 0.1 -0.1
O -5.203 -6.117 0.673 -0.1 0.0 0.2
H 1.954 4.397 -4.545 -0.1 0.0 -0.2
H -1.316 3.217 -0.250 0.0 -0.1 0.0
C -0.763 -6.617 3.866 0.3 -1.0 -0.1
H -2.267 1.164 0.046 -0.1 -0.2 0.4
C 0.321 6.121 -1.671 1.0 0.3 0.0
H -0.747 -9.811 1.237 0.0 0.2 -0.6
H 5.423 2.760 -1.060 -0.5 -0.5 0.3
C -0.302 -2.999 -4.429 -0.2 -0.6 0.0
H 3.851 -5.035 0.307 -0.2 -0.4 -0.3
H 3.307 -4.507 -2.794 0.1 -0.2 0.1
H 1.105 -3.780 -0.487 0.3 0.2 0.4
C -1.238 10.894 3.158 1.0 -0.9 0.1
H 0.478 2.819 2.438 0.2 0.6 0.1
C 3.377 1.258 -1.377 1.1 -0.1 0.1
C 0.263 9.119 3.581 -0.7 -0.6 -0.4
O -5.480 1.293 1.177 0.5 0.2 0.2
C 1.151 5.558 3.684 0.6 -0.5 1.8
C -1.004 -1.976 2.412 -1.3 0.8 -0.5
H 2.168 2.657 1.975 0.2 0.3 -0.4
H 2.330 -1.226 -5.122 -0.1 -0.1 -0.2
H 1.321 -5.161 0.647 0.0 0.3 0.3
H 3.903 0.510 -1.982 0.0 0.0 -0.1
C 1.727 -4.644 -0.233 -0.3 -1.1 -0.6
C 1.152 2.737 1.574 -0.9 -1.2 0.9
C -5.487 2.174 2.299 -0.5 -0.2 -0.3
H 1.868 4.969 3.117 -0.5 0.2 -0.8
H 3.889 1.295 -0.409 -0.3 -0.4 0.2
O 0.284 3.230 -4.923 0.4 -0.3 0.2
H 3.209 4.064 -0.082 0.3 -0.3 -0.6
H 0.797 4.230 -6.606 0.3 -0.1 -0.3
O 3.703 -3.471 -1.055 0.4 0.1 -0.1
C 0.971 -0.248 -3.879 0.3 -0.2 2.3
H -0.693 -2.956 2.047 0.4 -0.1 0.5
H -1.702 0.082 -2.866 0.2 0.1 -0.2
H -3.262 -6.412 1.361 0.0 0.1 0.1
H 0.263 4.989 3.979 -0.2 -0.1 -0.6
O -1.458 -8.572 2.672 -0.7 0.1 0.0
H -0.949 -6.751 1.805 -0.1 -0.3 -0.2
H -2.644 4.440 -0.192 0.0 -0.2 -0.5
H 0.662 7.535 5.014 -0.1 0.3 0.0
H -0.687 -1.658 3.408 0.5 -0.4 0.0
C 3.164 -4.242 0.001 -0.3 1.1 0.1
C 4.155 -4.245 -2.153 -0.7 -0.4 -0.3
H 1.247 -1.781 1.319 -0.2 -0.1 0.3
H -0.577 1.281 -2.119 0.6 -0.1 -0.7
H 3.309 5.695 0.327 0.3 0.5 -0.3
H 1.094 9.626 4.079 0.0 0.2 -0.1
H 0.024 7.159 -1.809 -0.3 -0.1 -0.2
O -0.734 -0.980 1.432 0.6 -0.4 1.1
O 0.252 -0.652 -2.683 -0.4 0.7 -1.1
H 5.374 2.426 -2.779 0.2 0.0 0.0
H 0.258 -6.632 -2.375 0.0 -0.1 -0.1
H -2.505 -9.829 1.372 0.1 -0.1 0.7
H -2.107 11.346 3.620 0.0 0.3 -0.2
H 2.352 0.344 1.297 0.2 -0.2 0.6
C -0.632 -7.445 2.602 0.1 0.9 -0.5
H 0.984 3.554 0.879 0.2 0.0 0.0
C 5.022 4.458 -2.227 -0.5 0.3 -1.1
H -0.341 -7.177 4.710 -0.1 0.1 0.1
H 4.823 4.656 -3.287 -0.2 0.1 0.1
H -2.214 -2.982 -1.454 -0.1 -0.4 0.0
O -2.913 2.833 1.045 0.3 0.0 0.9
C -0.778 0.215 -2.292 -0.6 -0.8 1.8
C 0.645 -0.900 1.088 -1.0 1.2 -1.5
C 1.367 3.587 -4.084 1.0 0.8 -0.2
H -0.473 -5.246 -1.516 0.2 0.3 -0.3
H -0.709 -3.048 -0.640 0.0 -0.1 0.7
C 1.295 0.380 1.589 0.0 -0.3 -0.1
H -1.522 4.378 1.085 0.1 -0.4 0.4
H -4.975 1.750 3.168 0.1 -0.2 0.0
H -4.172 -4.084 -0.370 0.1 0.3 -0.1
H -0.839 7.316 4.160 -0.1 0.4 -0.3
H -0.097 2.726 -6.835 0.1 -0.1 -0.1
H 2.089 -2.100 -3.673 -0.6 -0.4 0.3
H 1.703 0.414 -3.402 0.8 -0.1 -0.8
C 0.940 4.182 -2.768 -1.1 -0.1 0.3
H 1.656 2.662 -6.451 0.0 -0.1 0.2
C 4.856 2.965 -1.978 1.0 0.1 0.1
C 0.286 -6.031 -1.473 -0.2 0.0 0.2
O 0.752 1.517 0.964 -0.1 0.0 -0.9
H -5.475 -8.047 -0.145 0.3 0.3 -0.3
H -1.838 -6.472 4.026 0.0 0.3 0.2
H 0.430 0.407 -4.564 -0.5 -0.6 -0.2
H -2.098 -1.989 2.457 0.0 -0.2 0.1
C 1.536 -1.540 -4.431 0.9 1.7 -1.4
C 0.715 3.189 -6.276 -1.0 0.7 0.2
H 1.201 6.151 -1.012 -0.2 -0.1 0.2
H -4.866 -7.970 1.507 0.1 0.0 0.0
H 2.347 0.927 -1.267 -0.2 0.5 0.0
H 0.610 -4.965 5.604 -0.1 -0.5 -0.1
C 0.191 7.668 4.027 0.4 -0.9 0.9
H -0.467 5.537 -1.188 -0.2 0.0 -0.1
H -1.852 -8.444 0.632 0.6 0.1 -0.1
H -3.502 -6.432 -0.399 0.3 0.1 0.0
C -4.206 0.744 0.871 -0.4 0.4 0.3
C -2.045 3.724 0.385 -0.4 0.7 -0.1
H 4.854 -3.692 -2.778 0.2 0.2 0.4
C -5.527 -7.474 0.787 -0.1 -0.8 0.4
C -3.203 1.706 0.267 0.5 -0.2 -1.5
H 6.062 4.781 -2.094 0.1 -0.4 0.3
H -2.206 -2.296 0.125 0.6 0.2 0.1
H -0.046 -6.627 -0.615 0.3 -0.3 0.1
H -0.950 -0.159 -1.272 -0.6 0.3 -0.1
O 0.610 -2.255 -5.214 0.1 -0.5 0.5
C -1.624 -9.182 1.407 -0.2 -0.3 0.1
H -6.536 -7.632 1.164 -0.1 0.5 0.0
C 3.882 4.923 -0.192 -0.5 -0.1 1.2
H -5.034 3.133 2.064 0.0 0.1 0.0
H -1.058 -4.511 5.237 -0.1 0.0 -0.1
H 0.411 -7.699 2.373 0.0 -0.1 0.2
H -1.102 -2.368 -4.042 0.1 0.0 0.2
H 3.128 -3.543 0.843 0.0 -0.1 0.1
H 0.318 -3.613 4.598 -0.1 -0.1 -0.5
H 1.694 5.628 4.646 -0.1 0.5 0.0
O 0.733 5.585 -2.911 -0.5 -0.3 0.0
O -0.055 -5.423 3.658 0.0 0.4 0.1
```
Positions in Å, forces in eV/Å.

Computed properties:
Total charge: 0
HOMO level: -9.311 eV
E_tot: -2779.49132 Ha
Gap between HOMO and LUMO: 9.835 eV
SMILES: COCCOC.COCCOC.COCCOC.COCCOC.COCCOC.COCCOC.COCCOC.COCCOC.COCCOC
ΔE to the lowest compared entry with this formula, charge and spin: 180.5 kJ/mol
2S+1: 1

These are the Mulliken partial charges, in e, on atoms 1 to 99: 0.11, 0.31, 0.26, -0.33, 0.25, 0.27, -0.24, 0.26, 0.06, 0.29, 0.14, -0.67, -0.45, 0.41, 0.29, -0.51, 0.31, -0.34, 0.37, 0.32, -0.12, -0.53, 0.07, -0.87, 0.48, 0.38, -0.02, -0.40, 0.54, 0.07, -0.63, -0.18, -0.33, 0.34, 0.45, -0.39, 0.46, 0.18, -0.57, -0.71, 0.55, -0.68, -0.40, -0.46, -0.71, -1.19, 0.49, 0.40, 0.06, 0.51, 0.94, -1.58, -0.59, 0.10, 0.31, -0.40, -0.07, 0.37, -0.31, 0.08, 0.41, 0.43, -0.06, 0.34, -0.42, -0.39, 0.45, 0.24, 0.37, -0.96, -0.64, 0.21, -0.61, 0.23, 0.27, 0.37, 0.24, 0.61, 0.37, 0.41, 0.26, 0.25, 0.42, 0.36, 0.20, -0.76, 0.35, 0.34, 0.63, -0.40, 0.22, 0.41, -0.59, 0.03, -0.58, -1.14, 0.31, 0.26, 0.36

C32H62F3N5O7PrS2SeSi4 | wB97M-V/def2-TZVPD

```
117
Properties=species:S:1:pos:R:3:forces:R:3
H 2.634 -3.010 2.706 0.3 0.6 -0.6
C 2.458 -3.675 -4.487 -0.5 1.4 0.0
H -0.819 -2.190 1.970 0.7 -0.2 0.2
C 1.771 -4.797 -4.114 -1.5 -0.5 -1.8
H -0.112 -1.190 4.101 0.0 -0.3 -0.2
H -1.094 0.800 3.460 0.2 0.2 -0.1
C 1.785 -2.354 2.407 1.1 -0.9 -0.7
F 2.039 5.122 2.067 0.1 -0.5 0.5
H -0.814 4.779 1.495 0.1 0.1 -0.8
C 2.943 1.157 -5.092 1.9 -1.2 -1.2
H -0.936 0.157 -3.729 0.4 -0.4 -0.5
Si -3.660 1.635 -0.729 0.6 -0.8 0.1
C -5.542 1.149 3.075 -1.7 -0.1 0.7
H 3.566 -2.115 0.427 0.1 1.1 -0.1
C 3.844 -3.720 -2.543 -1.0 -2.5 0.9
H -6.209 0.216 3.189 0.3 1.6 0.3
H -2.698 -1.378 3.787 0.4 -0.2 -0.2
C 1.120 2.189 -3.953 -0.6 0.1 1.0
C -0.375 -1.840 -4.728 -1.9 0.9 0.3
O 4.354 2.948 1.702 0.5 -0.1 0.0
N -0.089 0.737 3.312 0.1 -0.7 0.1
H 0.320 0.003 5.271 0.5 -0.1 -0.3
H 0.894 -5.141 -4.720 1.1 0.3 0.6
C 0.474 -0.286 4.214 0.7 0.4 0.1
H -5.469 3.020 -0.178 -0.7 1.0 0.1
H 3.287 0.629 -0.597 0.6 1.0 -0.1
C 3.453 -3.108 -3.710 -0.9 -1.9 0.8
N 2.084 -0.906 2.416 0.4 -0.9 0.0
C 2.732 4.619 3.114 0.0 1.3 -1.1
O 2.046 2.240 2.217 1.5 0.6 0.1
H -3.691 4.717 0.944 -0.2 0.2 0.2
Si -4.000 0.207 2.577 -0.5 0.2 -1.8
H -5.512 -1.263 0.893 0.9 0.4 0.3
C -0.976 4.358 2.463 -1.0 -0.4 1.5
S 3.345 2.858 2.700 -3.5 0.9 0.7
H -5.578 1.843 3.983 0.2 -1.4 -0.9
H 4.825 -0.902 0.317 -0.2 0.2 0.3
C 2.172 -5.459 -3.002 -0.1 0.3 1.7
H -1.914 2.360 4.773 0.5 0.4 -0.1
H -4.643 -0.561 -1.402 1.2 0.8 0.1
H 4.779 0.964 -3.899 -0.2 -0.1 -0.4
H -2.383 3.677 -1.522 -0.1 0.7 0.3
C -5.474 2.050 -0.615 -0.8 -0.6 -1.4
N -0.173 -1.998 1.200 1.0 -0.7 0.7
F 3.743 5.544 3.294 -0.8 -1.4 0.5
H -1.100 -1.947 -5.565 0.4 0.6 0.3
H -2.798 0.043 4.805 -0.3 -0.1 -0.1
H -3.858 -1.933 1.170 -0.3 0.4 0.0
H -3.135 3.526 5.018 -0.4 2.2 1.3
H -0.326 -2.844 -4.360 0.1 -0.6 0.7
H -1.938 -1.177 -3.388 -0.3 -0.4 0.2
H 1.540 -2.515 0.215 0.7 0.3 -0.9
O 0.391 -2.327 -2.077 0.3 0.1 -0.3
O 1.011 -3.547 -6.534 -1.5 -1.2 -1.8
H -4.164 -1.122 4.602 0.0 0.3 0.2
H 1.079 -3.945 1.067 -0.8 0.4 0.2
C 3.482 -0.682 2.001 0.1 2.5 1.0
C 3.757 -1.011 0.567 0.3 -1.5 -0.5
N 2.891 -0.232 -0.305 -1.6 -1.9 -1.8
H 4.683 -3.474 -1.912 0.1 0.7 -0.1
O 2.995 -1.930 -6.365 -1.9 -1.8 0.6
H 4.140 -1.168 2.693 0.6 -1.0 0.3
H 3.214 -6.809 -1.176 0.1 -0.2 -0.3
Si -2.596 3.279 2.562 -0.1 1.4 -0.6
H 1.151 -2.552 3.238 -1.1 -0.1 0.5
Se 1.431 3.084 -1.140 -1.1 -0.1 1.0
H -6.004 1.781 2.299 0.3 -0.5 -0.1
O -0.067 -0.281 -1.422 0.1 1.5 0.9
H 0.359 1.628 3.504 -0.1 0.1 0.1
C -0.079 -1.198 -2.281 -1.1 -1.5 -0.6
C -4.049 4.337 1.910 0.2 0.3 0.6
H -3.735 0.028 -2.728 0.4 0.4 0.6
C 1.679 1.638 -5.084 -1.3 0.3 0.0
H 2.652 -0.962 4.447 0.0 -0.9 0.7
H 0.077 2.471 -3.938 -0.1 0.2 -0.1
C -3.648 -0.014 -1.615 -2.7 -1.6 -0.9
N 0.908 -1.440 -5.229 1.3 -0.7 -0.4
S 1.832 -2.674 -5.809 3.7 3.5 0.5
C 1.094 -2.841 1.117 -1.1 1.4 2.4
H 3.708 0.406 2.272 -0.3 -1.4 -1.0
H 4.581 -5.760 -0.820 -0.9 0.0 0.3
C 3.468 -5.775 -0.960 2.5 -0.5 -1.6
H 2.382 0.588 3.800 -0.3 -0.4 0.2
H 1.618 -6.310 -2.631 0.0 -0.2 -0.2
C -2.816 2.807 4.349 -0.2 -2.9 0.3
H 3.335 0.589 -5.952 -0.3 0.5 0.3
C 3.739 1.284 -3.962 0.3 0.1 0.6
H -5.130 -2.080 2.366 0.4 0.6 -0.2
C -4.678 -1.351 1.636 -0.7 -0.9 0.3
H -3.528 1.976 4.613 0.3 0.8 -0.9
C 3.200 1.847 -2.831 -0.4 0.0 0.6
F 1.912 4.637 4.201 1.0 -0.1 -0.9
H -6.018 1.993 -1.607 0.8 0.6 0.7
Si -2.471 1.392 1.294 0.2 -0.7 -0.9
C 1.970 -0.437 3.808 -0.9 1.9 -0.5
H -4.997 3.835 1.744 0.1 -0.4 0.0
H -0.221 3.580 2.643 0.3 0.6 0.0
H 1.506 -0.729 -4.780 -0.8 -0.3 -0.1
H -4.287 5.160 2.604 0.3 0.1 -0.3
H 3.776 -2.191 -4.007 1.5 2.4 -0.8
C 3.139 -4.915 -2.156 0.4 0.1 -0.7
H -2.936 -0.781 -1.387 0.9 -0.1 0.3
H 2.608 -0.735 -1.221 0.7 0.9 2.0
H 3.787 1.963 -1.901 -0.2 0.1 -0.8
H -6.106 1.391 -0.022 0.4 -0.2 0.5
C -3.362 -0.573 4.094 0.6 -1.0 1.2
H -0.702 -2.224 0.425 -1.4 -0.3 -2.4
Pr 0.548 0.654 0.641 0.2 0.3 0.3
C -0.907 -0.934 -3.583 1.4 -0.1 0.0
C -2.594 2.681 -1.857 0.9 -0.4 0.1
C 1.843 2.262 -2.779 1.8 0.1 0.2
O 3.622 2.430 4.050 0.9 -0.5 -0.2
H -0.877 5.205 3.204 -0.1 -1.1 -0.6
H -1.578 2.188 -1.781 -1.0 0.3 -0.3
H -2.901 2.733 -2.905 -0.1 -0.2 0.0
H 2.989 -5.631 -0.049 -0.9 1.1 1.7
H 0.999 1.547 -5.901 0.0 -0.2 -0.8
```
Positions in Å, forces in eV/Å.

Computed properties:
Total charge: -1
HOMO level (spin up / spin down): -4.664 / -4.646 eV
E_tot: -7229.62365 Ha
Gap between HOMO and LUMO (spin up / spin down): 6.457 / 6.439 eV
2S+1: 3

These are the Mulliken partial charges, in e, on atoms 1 to 99: 0.22, 0.21, 0.16, -0.59, 0.42, -1.03, -1.48, -0.20, 0.40, 0.04, 0.01, 0.52, -1.02, -0.13, -0.81, 0.29, 0.16, -0.29, -0.65, -0.66, 0.74, 0.56, 0.39, -0.91, 0.31, -0.03, -0.83, 1.61, 0.63, -0.52, 0.28, 0.51, 0.32, -0.77, 1.04, 0.32, 0.63, -0.73, 0.30, 0.27, 0.42, 0.42, -1.17, -0.46, -0.26, 0.38, 0.40, 0.18, 0.64, 0.22, 0.32, -0.20, -0.82, -0.69, 0.49, 0.30, -0.95, -0.48, -0.05, 0.41, -0.71, 0.50, 0.50, 0.41, 0.67, -0.38, 0.24, 0.08, -0.08, -0.13, -1.25, 0.40, -0.26, 0.43, 0.36, -0.95, 0.14, 1.09, 0.01, 0.00, 0.35, -1.57, 0.22, 0.32, -1.25, 0.30, -0.71, 0.41, -1.22, 0.16, -0.79, -0.22, 0.37, 0.67, -0.98, 0.27, -0.24, -0.12, 0.44